# 1
Here is a structure of composition C32H50ClF10LiN2O7P2Te at a distorted geometry from OMol25. Energies are from ωB97M-V/def2-TZVPD.

As for the total charge: -2. The multiplicity is 1. The value obtained for the highest occupied orbital energy is -3.6 eV. The calculation puts the energy relative to the best compared isomer or geometry (same formula, charge and spin) at 0.000 eV.

Structure (XYZ):
```
106
C32H50ClF10LiN2O7P2Te | OMol25 | ωB97M-V/def2-TZVPD
Li 0.953 -0.564 -0.116
C 0.070 2.108 4.634
C 0.010 3.159 3.536
C -0.976 4.269 3.849
O -0.404 2.537 2.303
P 0.508 1.553 1.387
O 0.581 0.050 1.555
C 1.288 2.205 -0.160
P 0.556 1.553 -1.681
O 0.205 0.105 -1.718
O -0.455 2.643 -2.183
C -1.470 2.571 -3.212
C -2.646 1.782 -2.688
C -0.925 1.995 -4.516
O 1.771 1.665 -2.730
C 2.206 2.836 -3.425
C 2.908 3.830 -2.512
C 3.107 2.349 -4.546
O 1.937 1.793 2.276
C 3.050 2.567 2.632
C 3.398 3.698 1.668
C 4.230 1.610 2.779
H 0.468 2.540 5.555
H 0.710 1.285 4.315
H -0.931 1.714 4.825
H 0.987 3.608 3.390
H -1.973 3.868 4.034
H -1.044 4.961 3.014
H -0.635 4.812 4.733
H 2.305 1.809 -0.158
H 1.316 3.292 -0.156
H -1.760 3.613 -3.342
H -2.336 0.753 -2.505
H -3.467 1.803 -3.406
H -2.982 2.220 -1.750
H -0.321 1.110 -4.308
H -0.311 2.722 -5.047
H -1.757 1.710 -5.161
H 1.338 3.341 -3.856
H 3.697 3.334 -1.942
H 2.196 4.295 -1.830
H 3.353 4.621 -3.120
H 4.043 1.966 -4.134
H 3.323 3.165 -5.237
H 2.621 1.538 -5.089
H 2.861 3.021 3.619
H 3.713 3.298 0.702
H 4.228 4.277 2.082
H 2.545 4.362 1.518
H 4.507 1.214 1.798
H 3.948 0.770 3.415
H 5.092 2.122 3.216
F 3.500 -1.063 -2.377
C 3.837 -1.314 -1.073
C 2.860 -1.671 -0.173
C 3.362 -1.968 1.073
F 2.522 -2.428 2.046
C 4.696 -1.896 1.436
F 5.120 -2.193 2.687
C 5.625 -1.513 0.486
F 6.937 -1.443 0.799
C 5.193 -1.232 -0.796
F 6.106 -0.901 -1.741
F -2.817 4.169 1.111
Te -1.121 4.394 0.097
F -1.538 6.174 0.618
F 0.516 5.011 1.211
F 0.000 5.367 -1.239
F -2.447 4.804 -1.294
O -1.079 1.437 0.421
Cl -3.527 1.813 3.040
C -4.178 1.249 1.536
C -5.534 1.440 1.314
C -6.126 0.928 0.171
C -5.364 0.191 -0.723
C -4.009 0.018 -0.487
C -3.371 0.578 0.617
C -1.891 0.344 0.818
H -6.116 1.987 2.043
H -7.182 1.088 -0.009
H -5.822 -0.251 -1.601
H -3.412 -0.573 -1.170
H -1.616 -0.551 0.253
H -1.718 0.122 1.873
C 0.076 -4.144 3.284
C -0.635 -3.814 1.977
N -0.038 -4.511 0.840
C -0.128 -5.954 0.812
C -1.493 -6.455 0.329
C 0.111 -3.813 -0.345
C 1.018 -4.431 -1.383
N -0.480 -2.698 -0.496
H -0.286 -3.473 4.065
H 1.147 -3.981 3.169
H -0.097 -5.171 3.617
H -0.521 -2.752 1.771
H -1.706 -4.036 2.059
H 0.062 -6.334 1.816
H 0.652 -6.352 0.161
H -2.283 -6.125 1.005
H -1.512 -7.546 0.281
H -1.712 -6.054 -0.662
H 0.496 -5.193 -1.969
H 1.895 -4.877 -0.914
H 1.355 -3.639 -2.048
H -0.223 -2.232 -1.362
```

# 2
Here is a cluster of 2 separate species, C4H7Cl3Si in total at a distorted geometry from OMol25. Energies are from ωB97M-V/def2-TZVPD.

As for the total charge: 0. The multiplicity is 1. The value obtained for the highest occupied orbital energy (spin up / spin down) is -8.5 / -8.6 eV. The calculation puts the energy relative to the best compared isomer or geometry (same formula, charge and spin) at 8.605 eV.

Structure (XYZ):
```
15
C4H7Cl3Si | OMol25 | ωB97M-V/def2-TZVPD
C -1.173 -2.221 1.571
C -0.399 -1.329 1.037
C -2.788 1.324 -1.056
C 1.624 0.781 0.703
Si 0.924 -0.797 -0.136
Cl -1.504 2.359 -1.481
Cl 2.798 1.660 -0.383
Cl 2.435 0.701 2.334
H -1.885 -2.097 2.505
H -1.361 -3.287 1.329
H -3.595 1.559 -0.367
H -2.747 0.373 -1.502
H 0.664 1.413 0.717
H 0.315 -0.209 -1.434
H 1.665 -2.133 -0.236
```